Entry 1:
Density functional theory data (ωB97M-V/def2-TZVPD) for a 8-piece molecular cluster, C13H33N10O16 overall in a non-equilibrium geometry.

Last column: Mulliken charge in e.
Element x y z (Å)
C (4.03236, 0.23786, 0.01301)  -1.083
C (3.53601, 1.04659, 1.17208)  0.946
O (3.50103, 0.59420, 2.30256)  -0.612
O (3.11188, 2.33183, 0.95402)  -0.254
C (2.00792, 2.48550, 0.06027)  -1.169
C (0.96195, 1.40741, 0.11481)  0.568
C (-0.06802, 1.66743, -1.01767)  -0.782
N (-1.08604, 0.65965, -0.64470)  -0.103
C (-1.06688, 0.65296, 0.70235)  0.070
N (-1.94160, -0.02340, 1.42513)  -0.105
N (-0.05526, 1.41310, 1.19326)  -0.072
H (4.04375, 0.77636, -0.92488)  0.344
H (3.36248, -0.61089, -0.08330)  0.341
H (5.00365, -0.15997, 0.27140)  0.242
H (1.52748, 3.41264, 0.35028)  0.311
H (2.33408, 2.62390, -0.96689)  0.364
H (1.27436, 0.38490, -0.08554)  0.204
H (-0.51087, 2.64473, -0.87187)  0.266
H (0.40384, 1.55591, -1.98083)  0.515
H (-0.95378, -0.25785, -1.06459)  0.252
H (-1.65320, -0.56343, 2.22835)  0.192
H (-2.89227, -0.02870, 1.10416)  0.230
H (0.22557, 1.14570, 2.13237)  0.365
C (-3.83973, -2.41121, -1.76645)  -0.158
N (-2.37405, -2.19154, -1.72874)  0.973
O (-1.82232, -2.12510, -0.63805)  -0.589
O (-1.79328, -2.07438, -2.78031)  -0.537
H (-4.20012, -2.48646, -0.74629)  0.252
H (-4.28428, -1.56363, -2.27866)  0.202
H (-4.01977, -3.32944, -2.31672)  -0.112
C (5.05775, 2.75335, 3.70136)  -0.623
N (6.46501, 3.09936, 4.04344)  0.926
O (7.32074, 2.27596, 3.79571)  -0.532
O (6.66044, 4.18270, 4.54284)  -0.556
H (5.04129, 1.76492, 3.26958)  0.243
H (4.48071, 2.78705, 4.62016)  0.285
H (4.70348, 3.49719, 2.99453)  0.269
C (-4.65613, 0.16312, -5.68822)  -0.678
N (-5.20653, 0.28268, -4.31046)  0.914
O (-5.50125, -0.74384, -3.72953)  -0.571
O (-5.32299, 1.39488, -3.85569)  -0.522
H (-4.61261, -0.88740, -5.94816)  0.261
H (-5.32085, 0.70848, -6.35063)  0.293
H (-3.66731, 0.61035, -5.68138)  0.285
C (-5.30448, -6.28552, -4.76774)  -0.731
N (-4.44297, -5.30582, -4.05238)  0.838
O (-4.68343, -4.12229, -4.18898)  -0.524
O (-3.54935, -5.74914, -3.36922)  -0.498
H (-6.05115, -5.73826, -5.32925)  0.319
H (-4.66082, -6.86361, -5.42312)  0.290
H (-5.76153, -6.92253, -4.01722)  0.289
C (8.60149, -0.98142, 0.72206)  -0.675
N (8.24269, -0.67467, -0.69042)  0.905
O (9.13373, -0.59620, -1.49728)  -0.514
O (7.06122, -0.51910, -0.93837)  -0.558
H (9.67682, -1.09014, 0.78448)  0.330
H (8.25314, -0.15467, 1.33447)  0.228
H (8.09522, -1.90279, 0.99238)  0.270
C (-3.97034, -2.24761, 5.01812)  -0.745
N (-3.37407, -2.47191, 3.67239)  0.866
O (-4.09662, -2.84117, 2.78143)  -0.489
O (-2.17688, -2.26897, 3.55594)  -0.571
H (-5.02856, -2.46982, 4.96269)  0.317
H (-3.46267, -2.91050, 5.71182)  0.299
H (-3.79661, -1.20916, 5.28200)  0.300
C (-0.81298, 4.86407, 2.62133)  -0.716
N (-1.20325, 4.91714, 1.18501)  0.914
O (-0.33345, 4.73698, 0.35102)  -0.541
O (-2.36034, 5.13995, 0.93958)  -0.516
H (0.24940, 4.66017, 2.68325)  0.279
H (-1.05392, 5.82792, 3.05830)  0.308
H (-1.39700, 4.07560, 3.08563)  0.268

Output
charge = +1

Entry 2:
Density functional theory data (ωB97M-V/def2-TZVPD) for a 3-piece molecular cluster, C13H33N3O9P3 overall in a non-equilibrium geometry.

Last column: natural (NBO) charge in e.
Element x y z (Å)
N (3.82508, 3.58703, -7.53662)  -0.483
C (4.03805, 2.50188, -7.03136)  0.532
O (4.59478, 1.53822, -6.10368)  -0.406
N (3.75377, 1.41748, -4.99353)  -0.773
P (4.60325, 1.95474, -3.54893)  1.367
N (3.66751, 3.06727, -2.84025)  -1.377
H (4.78851, 0.82072, -2.67196)  -0.100
H (5.85254, 2.61306, -3.86735)  -0.098
H (4.18495, 3.96315, -2.77901)  0.343
O (0.83619, -2.32273, 1.01858)  -0.965
P (1.78919, -2.57774, -0.15536)  2.318
O (2.91450, -3.45454, 0.71675)  -0.805
C (2.50995, -4.42677, 1.67066)  -0.068
C (2.29208, -5.78698, 1.03323)  -0.630
O (2.56421, -1.11997, -0.11980)  -0.785
C (2.01759, 0.00614, 0.55145)  -0.056
C (2.52949, 0.07682, 1.97757)  -0.637
O (2.74080, -2.85518, -1.54652)  -0.670
C (2.99508, -4.15861, -2.02872)  -0.077
C (1.75726, -4.79963, -2.62094)  -0.630
H (1.61387, -4.12527, 2.21592)  0.193
H (3.31364, -4.50349, 2.40915)  0.176
H (1.52605, -5.73734, 0.25577)  0.197
H (1.97797, -6.51929, 1.78284)  0.211
H (3.21281, -6.15087, 0.56954)  0.203
H (0.92802, 0.00042, 0.50885)  0.175
H (2.34642, 0.89679, 0.00860)  0.207
H (2.30525, -0.83658, 2.53641)  0.205
H (2.08655, 0.92582, 2.50471)  0.211
H (3.61733, 0.18946, 1.98561)  0.209
H (3.43844, -4.78167, -1.25210)  0.180
H (3.75315, -4.06583, -2.81180)  0.202
H (0.93910, -4.82345, -1.89458)  0.192
H (1.97029, -5.81955, -2.94819)  0.214
H (1.40395, -4.22298, -3.48026)  0.225
O (-1.92749, 2.42118, 1.61123)  -0.933
P (-3.27054, 2.12875, 0.93600)  2.314
O (-4.18978, 2.19488, 2.33064)  -0.807
C (-3.96706, 3.19999, 3.31067)  -0.069
C (-4.75359, 4.46344, 3.01277)  -0.630
O (-3.10266, 0.48772, 0.84165)  -0.795
C (-1.83463, -0.14253, 0.96938)  -0.061
C (-1.57474, -0.53251, 2.41132)  -0.637
O (-4.71842, 1.85988, 0.06805)  -0.688
C (-5.76836, 2.80602, 0.06012)  -0.076
C (-5.40804, 4.05235, -0.72161)  -0.631
H (-2.90882, 3.44064, 3.42499)  0.198
H (-4.29937, 2.79058, 4.26936)  0.176
H (-4.47973, 4.87506, 2.03850)  0.198
H (-4.56563, 5.22459, 3.77559)  0.214
H (-5.82738, 4.25817, 2.99674)  0.200
H (-1.03942, 0.48677, 0.56722)  0.191
H (-1.85942, -1.04601, 0.35372)  0.183
H (-1.63290, 0.32898, 3.08286)  0.209
H (-0.58828, -0.98977, 2.51558)  0.232
H (-2.32896, -1.24729, 2.75347)  0.200
H (-6.08453, 3.04535, 1.07526)  0.183
H (-6.62652, 2.32517, -0.41869)  0.192
H (-4.49465, 4.51198, -0.33261)  0.200
H (-6.21862, 4.78282, -0.67757)  0.216
H (-5.21808, 3.80324, -1.76932)  0.221

Output
charge = -1

Entry 3:
Density functional theory data (ωB97M-V/def2-TZVPD) for a 2-piece molecular cluster, C13H33N4O3P overall in a non-equilibrium geometry.

Last column: natural (NBO) charge in e.
Element x y z (Å)
C (-3.04638, 1.09498, -1.51382)  -0.409
N (-3.38680, 2.11573, -0.53589)  -0.802
C (-4.51665, 1.68550, 0.27663)  -0.418
P (-2.14939, 2.82055, 0.43331)  2.278
O (-1.64927, 1.63767, 1.21771)  -1.024
N (-0.72661, 3.22955, -0.41882)  -0.791
C (-0.61918, 3.29407, -1.85747)  -0.398
C (0.53081, 2.78840, 0.17268)  -0.398
N (-2.77961, 4.46613, 0.24447)  -0.714
C (-2.90176, 5.17832, 1.52643)  -0.421
C (-3.90592, 4.80392, -0.61161)  -0.397
H (-3.94149, 0.82601, -2.07917)  0.194
H (-2.63568, 0.18454, -1.05926)  0.188
H (-2.33390, 1.47024, -2.24506)  0.202
H (-4.86740, 2.51018, 0.90774)  0.192
H (-4.25618, 0.84672, 0.93331)  0.196
H (-5.35190, 1.39088, -0.36090)  0.199
H (-0.43349, 2.30581, -2.29838)  0.172
H (0.21218, 3.94471, -2.14346)  0.193
H (-1.51095, 3.72277, -2.31764)  0.203
H (0.75082, 1.73800, -0.05408)  0.182
H (0.51203, 2.89822, 1.25353)  0.213
H (1.35818, 3.39961, -0.19544)  0.187
H (-3.74273, 4.80986, 2.12565)  0.176
H (-3.03560, 6.24835, 1.36322)  0.200
H (-1.98718, 5.05075, 2.11338)  0.207
H (-4.87539, 4.48486, -0.20931)  0.175
H (-3.79357, 4.38740, -1.60699)  0.217
H (-3.92661, 5.89224, -0.71775)  0.198
C (1.63643, -1.09729, 0.22835)  -0.456
C (2.34905, -2.11892, 0.80717)  -0.130
C (2.16548, -3.60086, 0.55907)  0.157
C (1.74365, -4.26488, 1.88673)  -0.213
N (2.02703, -5.71812, 1.91622)  -0.849
C (3.54324, -4.17837, 0.19708)  -0.084
O (4.34654, -3.28215, -0.55855)  -0.551
C (5.71668, -3.49083, -0.28760)  -0.247
O (1.14056, -3.91936, -0.34776)  -0.531
C (1.42758, -3.60879, -1.70551)  -0.266
H (0.59240, -0.91240, 0.46875)  0.216
H (2.14239, -0.47173, -0.50446)  0.203
H (3.14012, -1.85954, 1.51453)  0.191
H (2.22932, -3.78011, 2.73461)  0.177
H (0.66898, -4.14810, 2.00914)  0.209
H (1.22828, -6.23505, 2.25416)  0.364
H (2.76268, -5.90138, 2.58512)  0.350
H (3.45263, -5.15272, -0.28398)  0.208
H (4.06015, -4.36106, 1.14613)  0.169
H (5.97301, -4.55136, -0.33717)  0.169
H (5.98341, -3.03553, 0.66983)  0.168
H (6.28495, -2.98688, -1.06740)  0.192
H (1.55693, -4.52072, -2.28989)  0.173
H (0.56045, -3.08661, -2.11289)  0.183
H (2.27770, -2.94324, -1.82467)  0.196

Output
SMILES = CN(C)P(=O)(N(C)C)N(C)C.C=C[C@](CN)(COC)OC

Entry 4:
Density functional theory data (ωB97M-V/def2-TZVPD) for C13H34ClN4O9Zn as an isolated structure in a non-equilibrium geometry.

Last column: natural (NBO) charge in e.
Element x y z (Å)
Zn (-0.75307, -1.25006, 0.09642)  0.975
Cl (2.78942, -2.22381, -4.91494)  2.519
O (2.20226, -1.70329, -3.69859)  -0.714
O (3.79775, -3.10932, -4.48788)  -0.744
O (1.73950, -2.89123, -5.65454)  -0.705
O (3.31363, -1.14649, -5.71980)  -0.751
C (-5.04346, -0.12822, -3.91076)  0.740
O (-4.18685, -0.53005, -3.15834)  -0.715
N (-6.31510, -0.18107, -3.74200)  -0.809
N (-4.72364, 0.16858, -5.11296)  -0.802
H (-6.84578, 0.03576, -4.57355)  0.387
H (-6.68486, -0.49527, -2.85620)  0.415
H (-5.49383, 0.42283, -5.71484)  0.367
H (-3.78912, 0.10852, -5.49134)  0.419
C (4.78897, 2.43302, -0.07697)  -0.271
O (3.50086, 2.49926, 0.49890)  -0.548
C (3.25038, 3.73276, 1.13090)  -0.080
C (1.73064, 3.80803, 1.42788)  -0.255
N (0.76633, 3.32358, 0.42547)  -0.525
C (1.03424, 4.04369, -0.81451)  -0.269
C (0.66291, 5.50127, -0.69448)  -0.091
O (1.83640, 6.17417, -0.30998)  -0.543
C (1.71893, 7.53023, -0.12979)  -0.244
H (5.34840, 3.33412, -0.32831)  0.187
H (4.82946, 1.72908, -0.90819)  0.199
H (5.35690, 1.88960, 0.67817)  0.175
H (3.56150, 4.54949, 0.47955)  0.182
H (3.91791, 3.85923, 1.98325)  0.183
H (1.46564, 4.82989, 1.69933)  0.201
H (1.55866, 3.20152, 2.31708)  0.198
H (-0.06433, 3.86028, 0.63053)  0.351
H (0.40152, 3.72713, -1.64370)  0.204
H (2.05044, 3.80044, -1.12476)  0.233
H (-0.22703, 5.70124, -0.09771)  0.168
H (0.45104, 5.86521, -1.69984)  0.187
H (2.73202, 7.92859, -0.18506)  0.202
H (1.21648, 7.78200, 0.80415)  0.166
H (1.13632, 7.94274, -0.95350)  0.165
C (-0.39309, -5.60024, 0.28039)  -0.255
O (-1.14628, -4.55933, 0.87958)  -0.559
C (-2.15406, -4.99751, 1.82379)  -0.075
C (-3.20164, -3.86922, 2.33285)  -0.245
N (-2.42631, -2.61064, 2.48285)  -0.572
C (-1.65118, -2.44894, 3.70021)  -0.261
C (-0.27662, -3.26292, 3.72997)  -0.072
O (0.21891, -3.27021, 2.40888)  -0.539
C (1.60917, -3.75441, 2.38547)  -0.267
H (0.21137, -6.11296, 1.02862)  0.166
H (0.22587, -5.33029, -0.57524)  0.209
H (-1.12183, -6.33907, -0.05306)  0.179
H (-1.62832, -5.54334, 2.60722)  0.175
H (-2.78570, -5.73755, 1.33240)  0.189
H (-3.57310, -4.22288, 3.29464)  0.206
H (-4.06148, -3.73554, 1.67641)  0.222
H (-3.23929, -2.01854, 2.57544)  0.379
H (-2.26202, -2.67577, 4.57401)  0.204
H (-1.38631, -1.41512, 3.92196)  0.214
H (-0.31064, -4.29522, 4.07825)  0.184
H (0.41544, -2.66999, 4.32794)  0.185
H (2.29239, -3.15172, 2.98386)  0.192
H (1.95081, -3.70012, 1.35181)  0.201
H (1.66274, -4.80174, 2.68268)  0.189

Output
charge = +1

E_HOMO, record by record: -12.569 -3.123 -7.294 -11.250 eV